{
  "formula": "C4H15N2O",
  "method": "ωB97M-V/def2-TZVPD",
  "species": ["O", "N", "N", "C", "C", "C", "C", "H", "H", "H", "H", "H", "H", "H", "H", "H", "H", "H", "H", "H", "H", "H"],
  "xyz": [[-1.7394, 1.0734, -2.6487], [0.6071, -0.8708, 0.5854], [-1.2636, 0.1611, 2.1639], [-1.4833, 0.2423, 0.7031], [2.8236, -0.2031, -0.4569], [-0.7479, -0.9858, 0.0752], [1.4185, 0.2571, -0.0583], [-0.2773, -0.2541, 2.0469], [-1.9271, -0.4818, 2.5880], [2.9693, -0.4324, -1.5251], [1.4124, 1.1395, 0.5719], [-2.5191, 0.0432, 0.3823], [0.8337, 0.3480, -0.9674], [1.1251, -1.7087, 0.3396], [3.2731, -1.1128, -0.0117], [-2.6326, 1.2986, -2.9260], [-0.7994, -0.8661, -1.0072], [-1.2431, 1.0473, 2.6605], [-1.1612, -1.9312, 0.4549], [-1.0128, 1.0676, 0.1577], [-1.1438, 1.6334, -3.1538], [3.4880, 0.5353, 0.0255]],
  "lowdin_charge": [-0.0521, -0.1168, 0.1776, -0.1547, -0.0799, -0.2091, -0.2147, 0.1457, 0.1704, 0.0878, 0.1090, 0.1386, 0.0937, 0.1129, 0.0820, 0.0476, 0.1125, 0.1686, 0.1344, 0.1189, 0.0451, 0.0826],
  "charge": 1,
  "e_lumo_ev": -3.11,
  "homo_ev": -13.72,
  "orbital_gap_ev": 10.6132,
  "total_energy_ha": -345.8780
}

{
  "formula": "C4H9N2",
  "method": "ωB97M-V/def2-TZVPD",
  "species": ["N", "N", "C", "C", "C", "C", "H", "H", "H", "H", "H", "H", "H", "H", "H"],
  "xyz": [[1.8386, 0.0124, -0.5549], [0.6494, -0.0559, -0.4696], [-1.3766, -1.3563, -0.3784], [2.6936, 0.2696, 0.5337], [-1.4772, 1.0979, -0.1234], [-0.5993, -0.0854, -0.2151], [-2.3584, 0.7567, 0.3907], [1.9776, 0.4751, 1.4027], [-0.9573, -2.0400, -1.0721], [-1.4088, -1.6836, 0.6109], [3.2647, 1.0784, 0.2520], [-1.9398, 1.3466, -1.1110], [-0.9264, 2.0449, 0.2715], [3.1052, -0.6169, 0.9502], [-2.4852, -1.2433, -0.4872]],
  "lowdin_charge": [0.1194, 0.1506, 0.0173, -0.0073, 0.0000, -0.2558, 0.0881, 0.1277, 0.0939, 0.0845, 0.0821, 0.1292, 0.1384, 0.1042, 0.1279],
  "smiles": "CN=[N+]=C(C)C",
  "charge": 1,
  "e_lumo_ev": -5.37,
  "homo_ev": -15.06,
  "orbital_gap_ev": 9.6875,
  "total_energy_ha": -266.9465
}

What did the second record say?
{
  "formula": "C4H9N2",
  "method": "ωB97M-V/def2-TZVPD",
  "species": ["N", "N", "C", "C", "C", "C", "H", "H", "H", "H", "H", "H", "H", "H", "H"],
  "xyz": [[1.8386, 0.0124, -0.5549], [0.6494, -0.0559, -0.4696], [-1.3766, -1.3563, -0.3784], [2.6936, 0.2696, 0.5337], [-1.4772, 1.0979, -0.1234], [-0.5993, -0.0854, -0.2151], [-2.3584, 0.7567, 0.3907], [1.9776, 0.4751, 1.4027], [-0.9573, -2.0400, -1.0721], [-1.4088, -1.6836, 0.6109], [3.2647, 1.0784, 0.2520], [-1.9398, 1.3466, -1.1110], [-0.9264, 2.0449, 0.2715], [3.1052, -0.6169, 0.9502], [-2.4852, -1.2433, -0.4872]],
  "lowdin_charge": [0.1194, 0.1506, 0.0173, -0.0073, 0.0000, -0.2558, 0.0881, 0.1277, 0.0939, 0.0845, 0.0821, 0.1292, 0.1384, 0.1042, 0.1279],
  "smiles": "CN=[N+]=C(C)C",
  "charge": 1,
  "e_lumo_ev": -5.37,
  "homo_ev": -15.06,
  "orbital_gap_ev": 9.6875,
  "total_energy_ha": -266.9465
}